Computed, not measured: a structure of composition C3CoO9Zn, with wB97M-V/def2-TZVPD.

Values from the calculation:
- Relative energy (zero: lowest compared OMol25 entry of this formula, charge and spin): 38.5 kcal/mol
- HOMO level (alpha / beta): 0.72 / 0.72 eV
- Net charge: -2
- Gap between HOMO and LUMO (alpha / beta): 0.14193 / 0.14048 hartree
- 2S+1: 4
- ⟨S²⟩: 3.77

The geometry in XYZ format:
```
14
Properties=species:S:1:pos:R:3:lowdin_charge:R:1
Co -23.340 8.417 -21.997 0.92
Zn -25.892 9.741 -22.705 0.85
C -23.592 10.991 -22.577 -0.71
O -24.548 11.120 -23.424 -0.11
O -22.656 10.134 -22.839 -0.19
O -24.218 10.339 -21.694 -0.21
C -28.269 9.434 -21.531 -0.84
O -27.124 9.382 -20.924 -0.21
O -27.871 9.593 -22.738 -0.22
O -28.905 8.351 -21.244 -0.14
C -25.391 6.905 -22.715 -0.79
O -24.986 7.992 -23.277 -0.21
O -26.563 6.461 -22.707 0.03
O -25.080 7.325 -21.526 -0.16
```

---

Computed, not measured: a structure of composition C3F3N, with wB97M-V/def2-TZVPD.

Values from the calculation:
- Relative energy (zero: lowest compared OMol25 entry of this formula, charge and spin): 0.0 kcal/mol
- HOMO level (alpha / beta): -7.11 / -11.83 eV
- Gap between HOMO and LUMO (alpha / beta): 0.27981 / 0.34982 hartree
- 2S+1: 3
- ⟨S²⟩: 2.00

The geometry in XYZ format:
```
7
Properties=species:S:1:pos:R:3:lowdin_charge:R:1
C -0.173 0.748 0.109 -0.08
C -0.950 -0.318 -0.025 -0.22
C 0.984 -0.298 0.079 -0.35
N 0.237 -1.334 -0.031 0.24
F -0.172 2.072 -0.049 0.13
F -2.210 -0.615 -0.028 0.16
F 2.284 -0.254 -0.055 0.13
```

---

Computed, not measured: the molecule C3F6N2O3, with wB97M-V/def2-TZVPD.

Values from the calculation:
- Relative energy (zero: lowest compared OMol25 entry of this formula, charge and spin): 0.0 kcal/mol
- HOMO level (alpha / beta): -10.68 / -10.68 eV
- Gap between HOMO and LUMO (alpha / beta): 0.32947 / 0.32943 hartree

The geometry in XYZ format:
```
14
Properties=species:S:1:pos:R:3:lowdin_charge:R:1
C -0.043 0.524 0.759 -0.32
C 0.682 -0.721 0.149 -0.30
C -0.905 1.383 -0.262 -0.46
N 1.394 -0.316 -1.112 0.06
N -0.252 -1.807 -0.250 -0.29
O -0.913 -1.531 -1.243 0.13
O 2.462 0.135 -1.065 0.15
O -0.278 -2.824 0.434 0.14
F -0.788 0.046 1.793 0.16
F 0.872 1.386 1.273 0.15
F 1.509 -1.162 1.155 0.12
F -2.081 0.774 -0.468 0.15
F -1.286 2.526 0.358 0.16
F -0.373 1.586 -1.520 0.14
```

---

Computed, not measured: a structure of composition C3F9NaO9S3, with wB97M-V/def2-TZVPD.

Values from the calculation:
- Relative energy (zero: lowest compared OMol25 entry of this formula, charge and spin): 128.3 kcal/mol
- HOMO level: -3.45 eV
- Net charge: -2
- Gap between HOMO and LUMO: 0.14736 hartree

The geometry in XYZ format:
```
25
Properties=species:S:1:pos:R:3:lowdin_charge:R:1
Na 3.579 2.397 1.547 0.98
C 3.257 1.175 -6.170 -0.69
F 4.265 0.211 -6.062 0.06
F 3.713 2.364 -6.288 0.16
F 2.600 0.866 -7.274 0.12
S 2.022 1.209 -4.733 0.48
O 0.961 2.191 -5.085 -0.37
O 1.419 -0.094 -4.578 -0.34
O 2.802 1.583 -3.516 -0.41
C 0.206 -3.131 4.729 -0.63
F 0.985 -3.046 5.823 0.11
F -0.559 -4.195 4.694 0.12
F -0.733 -2.128 4.555 0.08
S 1.328 -3.394 3.191 0.53
O 2.361 -2.326 3.109 -0.42
O 1.981 -4.736 3.395 -0.41
O 0.568 -3.531 1.909 -0.37
C -4.546 1.977 1.988 -0.62
F -5.702 2.201 1.325 0.09
F -4.186 3.037 2.739 0.09
F -4.788 0.912 2.782 0.10
S -3.125 1.678 0.710 0.49
O -3.264 2.657 -0.409 -0.39
O -1.829 1.763 1.467 -0.41
O -3.316 0.362 0.153 -0.35
```

---

Computed, not measured: a structure of composition C3GaLiO6, with wB97M-V/def2-TZVPD.

Values from the calculation:
- Relative energy (zero: lowest compared OMol25 entry of this formula, charge and spin): 0.0 kcal/mol
- HOMO level (alpha / beta): -13.65 / -12.91 eV
- Net charge: +1
- Gap between HOMO and LUMO (alpha / beta): 0.30565 / 0.15038 hartree
- 2S+1: 2
- ⟨S²⟩: 0.76

The geometry in XYZ format:
```
11
Properties=species:S:1:pos:R:3:lowdin_charge:R:1
C -0.315 -0.239 -0.599 -0.42
O -0.960 -1.210 -0.146 -0.02
C 0.088 -0.234 -2.123 -0.57
O 0.765 0.778 -2.460 -0.07
O -0.238 -1.196 -2.816 0.13
Ga -0.964 -2.049 1.350 1.06
Li 1.026 1.978 -1.049 0.82
O 0.162 0.701 0.093 -0.03
O -0.444 -0.505 2.503 0.09
O 0.752 1.449 2.785 0.32
C 0.129 0.526 2.461 -0.32
```

---

Computed, not measured: the molecule C3H10IPSi, with wB97M-V/def2-TZVPD.

Values from the calculation:
- Relative energy (zero: lowest compared OMol25 entry of this formula, charge and spin): 119.2 kcal/mol
- HOMO level (alpha / beta): -8.12 / -8.06 eV
- Gap between HOMO and LUMO (alpha / beta): 0.24004 / 0.21599 hartree

The geometry in XYZ format:
```
16
Properties=species:S:1:pos:R:3:lowdin_charge:R:1
C -2.287 -0.203 0.248 -0.18
C 0.572 -0.490 1.268 -0.28
C 1.017 1.465 -0.641 -0.26
Si -0.262 -0.077 -0.599 0.27
P 0.772 -2.213 -0.897 0.18
I 2.993 -1.577 -1.356 0.35
H -2.657 0.733 -0.178 -0.01
H -2.871 -1.108 -0.229 0.05
H -2.332 -0.134 1.250 -0.07
H -0.152 -1.278 1.645 0.03
H 1.581 -0.880 1.462 0.00
H 0.472 0.491 1.685 0.02
H 0.788 2.124 0.193 0.01
H 2.027 1.003 -0.356 -0.02
H 1.116 1.920 -1.551 -0.03
H -0.778 0.225 -1.943 -0.06
```

---

| no. | calculated total energy (eV) |
| --- | --- |
| 1 | -107574.7432 |
| 2 | -12746.9920 |
| 3 | -28532.2404 |
| 4 | -82917.8484 |
| 5 | -67970.2373 |
| 6 | -28536.2454 |